No. 1
Entry from OMol25: a molecular structure, C31H86CdN5O15 at a distorted geometry (ωB97M-V with the def2-TZVPD basis set).

```
138
C31H86CdN5O15 ωB97M-V with the def2-TZVPD basis set
Cd -1.894 -2.915 1.887
O 2.182 3.448 0.556
O -1.918 -1.111 0.725
O -4.902 1.912 -0.166
O 1.610 -1.784 3.906
O 3.872 -6.064 -3.839
O 4.757 -1.516 0.432
O -3.450 5.974 -0.131
O -1.778 -3.911 0.106
O -1.733 3.151 -4.355
O -4.651 -0.785 -0.214
O -3.289 2.968 3.749
O 1.924 -0.487 -2.569
O -4.052 -2.816 1.498
O -2.095 -1.716 3.567
O 3.460 -6.101 1.762
N 2.042 -2.805 -4.098
N 2.697 -3.680 0.613
N 0.275 5.517 -0.284
N -0.523 0.619 4.473
N -3.840 1.166 -3.012
C 2.941 -2.603 -0.379
C 5.378 -0.377 0.991
C -3.823 2.449 -2.315
C -2.329 1.945 -4.946
C 0.781 -2.295 -3.707
C -5.065 2.625 -1.352
C -2.118 6.240 0.209
C 2.014 -4.865 0.156
C -4.315 6.954 0.447
C 2.112 -5.990 1.251
C 0.906 -0.809 -3.536
C -1.197 5.270 -0.499
C 3.708 -4.695 -4.028
C 2.310 0.924 -2.560
C -2.770 1.855 4.489
C -4.529 3.347 4.125
C 2.824 -2.508 4.074
C 0.630 0.495 3.582
C -1.407 1.571 3.829
C 0.748 5.279 1.065
C -3.944 2.354 0.767
C 1.756 -0.378 4.158
C 5.187 -6.468 -4.227
C -2.610 0.940 -3.773
C 3.621 -6.906 2.883
C -0.346 3.188 -4.334
C 2.212 -4.216 -3.828
C 2.569 2.061 0.743
C -1.196 -0.476 -0.311
C 1.010 3.774 1.237
C 3.416 -1.365 0.198
H -3.721 -0.804 0.013
H 1.106 3.470 2.279
H 0.053 -2.483 -4.496
H -3.829 0.521 -2.235
H 1.714 1.463 -1.824
H -2.966 2.312 0.286
H -4.579 6.660 1.463
H 3.324 -0.622 -0.595
H -1.649 1.296 2.802
H -3.981 7.967 0.223
H -5.350 3.669 -1.215
H -2.888 2.507 -1.757
H -1.593 -4.847 0.019
H -4.644 -3.560 1.604
H 2.846 -1.061 1.076
H 0.533 6.430 -0.631
H -0.479 -1.144 -0.790
H 0.990 -0.280 -4.486
H 2.773 -2.348 -3.572
H 1.783 -6.910 0.768
H -1.744 7.253 0.063
H -2.153 -3.662 -0.739
H -1.334 4.203 -0.322
H 1.516 -4.802 -4.427
H 2.982 -2.514 5.153
H 3.312 1.036 -2.145
H 3.045 -7.826 2.781
H 2.421 -5.177 -0.806
H -2.617 2.009 5.557
H 5.129 -7.556 -4.264
H 1.407 -5.723 2.039
H 3.734 -2.096 3.638
H 0.077 3.303 -5.332
H 2.240 1.490 -3.489
H -4.560 -2.175 1.000
H 5.529 -6.112 -5.199
H -2.372 -2.105 4.397
H 3.576 -4.020 0.975
H 1.728 5.721 1.243
H 0.303 3.160 0.680
H -0.229 0.892 5.400
H -5.222 2.509 4.048
H 3.032 1.863 1.710
H 4.323 -4.158 -3.305
H 6.266 -0.671 1.551
H 2.666 -3.497 3.646
H -1.843 0.052 -1.011
H 0.025 3.996 -3.703
H -4.020 3.330 1.247
H -1.675 1.521 -5.707
H 1.702 1.416 0.602
H 0.963 -4.633 -0.014
H 1.905 -4.506 -2.823
H -1.777 0.916 -3.069
H -0.976 2.572 3.819
H -5.288 6.822 -0.027
H -3.438 1.000 4.385
H 3.358 1.899 0.008
H -3.783 3.269 -3.032
H -3.175 2.323 -5.521
H -4.935 0.101 0.012
H -0.537 0.284 0.109
H 4.124 -4.311 -4.959
H -1.553 5.373 -1.524
H 1.970 -0.135 5.199
H 4.870 0.003 1.878
H 0.328 -2.760 -2.832
H -1.728 -0.866 3.811
H 1.037 1.499 3.465
H -3.833 1.611 1.557
H 5.973 -6.214 -3.517
H -4.629 3.820 5.102
H 3.215 -6.432 3.777
H 5.744 0.387 0.305
H 4.666 -7.071 3.145
H 0.130 5.649 1.883
H -5.953 2.210 -1.830
H -2.631 -0.058 -4.210
H 2.001 -2.321 -0.853
H -1.909 6.109 1.271
H 0.455 0.097 2.582
H 0.013 -0.336 -3.128
H 0.105 2.245 -4.022
H -4.790 4.106 3.388
H 2.676 -0.056 3.671
H 3.549 -2.874 -1.242
```

Properties
Orbital gap = 6.22 eV
Max |F| = 3.3 eV/A
HOMO level = -10.4 eV
Total charge = +1
LUMO level = -4.191 eV
Energy = -2802.25973 Ha
Energy above the lowest of the compared OMol25 structures with the same formula, charge and spin = 71.1 kcal per mole

Löwdin population analysis, charges in e, atoms 1 to 8: number 1, Cd, carries 1.43; number 2, O, carries -0.19; number 3, O, carries -0.50; number 4, O, carries -0.21; number 5, O, carries -0.20; number 6, O, carries -0.17; number 7, O, carries -0.15; number 8, O, carries -0.18



No. 2
Entry from OMol25: 10 unconnected molecules or ions with the total composition C31H87N7O15 at a distorted geometry (ωB97M-V with the def2-TZVPD basis set).

```
140
C31H87N7O15 ωB97M-V with the def2-TZVPD basis set
O 1.035 -3.171 8.485
O 2.820 1.195 -0.042
O -1.155 3.522 4.974
O 0.262 -2.621 0.043
O -1.762 -0.492 0.694
O -7.487 -1.886 0.545
O 0.180 -0.537 4.523
O 0.041 0.691 -4.161
O -3.052 -1.582 -1.554
O 7.449 0.743 -2.213
O -2.495 2.338 0.889
O 1.955 5.246 2.965
O -6.533 2.121 -2.392
O 0.372 -2.630 -9.005
O -0.594 -3.837 2.332
N 4.727 1.762 -2.200
N -5.586 -0.261 -0.884
N 1.557 -3.252 -1.701
N 1.851 -0.361 -6.556
N -0.752 -3.347 -1.854
N 1.966 -2.192 5.936
N -0.328 3.674 2.306
C 0.833 3.860 1.391
C 0.879 -2.682 9.786
C 2.409 -3.400 6.572
C 6.936 1.602 -3.214
C 2.119 4.127 2.142
C -5.406 -0.772 0.486
C -5.197 1.630 -2.381
C 5.470 1.333 -3.385
C 1.397 -1.631 -7.108
C 0.773 -0.496 -4.244
C 2.397 -3.288 8.076
C 2.527 2.023 -1.172
C 2.013 -0.305 -5.106
C -1.367 2.427 4.097
C 1.278 -1.100 3.851
C 0.813 -1.386 -8.479
C -8.221 -3.075 0.612
C -1.149 0.506 -3.428
C 1.807 -2.369 4.505
C 3.133 5.638 3.624
C 8.793 0.980 -1.945
C 2.307 -0.118 -0.223
C 0.014 -2.522 -10.355
C -2.319 3.873 5.690
C -4.946 1.066 -1.020
C 3.295 1.638 -2.391
C -0.991 -1.373 4.531
C -6.100 -2.097 0.633
C -0.250 2.421 3.083
C -6.995 2.404 -3.685
C 0.345 -3.032 -1.114
H -0.851 -0.761 0.859
H 2.782 -2.584 4.052
H -0.350 1.547 2.440
H 0.980 -1.301 2.809
H 0.093 -4.479 2.530
H 7.491 1.530 -4.156
H 9.441 0.882 -2.822
H -4.524 2.472 -2.591
H -0.079 -0.751 -8.387
H -3.877 1.062 -0.782
H 7.014 2.638 -2.850
H -1.294 -1.493 3.489
H -9.274 -2.815 0.728
H -5.358 1.767 -0.281
H 0.687 2.393 3.652
H 2.896 6.348 4.411
H -1.809 -0.232 -3.899
H 0.553 4.687 0.741
H 3.434 -3.621 6.253
H -5.837 -2.602 1.573
H 1.236 0.387 -6.857
H 2.929 4.298 1.408
H -2.327 2.441 3.567
H 1.659 -3.727 -2.581
H -5.806 -0.059 1.223
H -0.932 0.185 -2.402
H -1.991 -0.927 -0.137
H 2.956 2.266 -3.223
H -0.635 -3.621 -2.815
H -0.148 4.387 3.013
H 2.971 -2.415 8.401
H 2.704 -1.122 -4.863
H -5.750 -2.755 -0.180
H -1.717 -0.795 5.096
H 2.456 3.249 2.709
H -3.168 3.965 5.001
H 1.020 2.945 0.826
H -6.961 1.515 -4.331
H 1.130 -0.837 -3.256
H 5.029 1.224 -1.396
H 2.066 -0.344 3.825
H 1.248 -0.082 -0.503
H 1.284 -3.375 10.541
H 2.733 3.046 -0.848
H 0.180 -1.348 -4.610
H -4.343 -0.841 0.732
H 1.396 -1.726 9.945
H 2.970 -0.664 -0.896
H -0.271 -3.505 -10.722
H 1.820 -4.294 6.302
H 5.105 1.932 -4.226
H -5.092 0.877 -3.172
H 3.056 0.607 -2.705
H 2.495 0.640 -4.871
H -0.789 -2.335 5.000
H -8.140 -3.659 -0.312
H -1.655 -2.981 -1.578
H 1.546 -0.914 -9.140
H -8.035 2.723 -3.659
H 2.191 -2.378 -7.099
H 2.404 -3.011 -1.223
H -3.302 -1.888 -2.431
H 9.125 0.293 -1.164
H 3.635 4.760 4.050
H 2.300 -0.603 0.756
H 2.771 -4.226 8.504
H 8.960 1.973 -1.493
H -6.404 3.206 -4.147
H -0.274 -3.372 1.539
H 1.092 -1.865 6.328
H -2.110 1.466 0.716
H -2.166 4.833 6.175
H -2.567 3.088 6.415
H -1.325 1.519 4.712
H 0.824 -2.127 -10.983
H -3.840 -1.103 -1.238
H -0.182 -2.557 9.984
H 1.143 -3.207 4.249
H 5.236 0.280 -3.618
H -7.933 -3.682 1.478
H -1.676 1.458 -3.365
H -1.747 2.894 1.176
H 3.835 6.122 2.931
H -0.833 -1.831 -10.486
H -6.573 -0.040 -0.993
H 1.433 2.009 -1.285
H 0.571 -2.064 -6.517
```

Properties
Orbital gap = 8.55 eV
Max |F| = 1.4 eV/A
HOMO level = -8.5 eV
Structure (SMILES) = COCCNCCOC.COCCNCCOC.COCCNCCOC.COCCNCCOC.COCCNCCOC.NC(N)=O.O.O.O.O
LUMO level = 0.017 eV
Energy = -2745.05893 Ha
Energy above the lowest of the compared OMol25 structures with the same formula, charge and spin = 0.0 kcal per mole

Löwdin population analysis, charges in e, atoms 1 to 8: number 1, O, carries -0.20; number 2, O, carries -0.19; number 3, O, carries -0.19; number 4, O, carries -0.01; number 5, O, carries -0.05; number 6, O, carries -0.18; number 7, O, carries -0.22; number 8, O, carries -0.17



No. 3
Entry from OMol25: 16 unconnected molecules or ions with the total composition C31H97N3O16 at a distorted geometry (ωB97M-V with the def2-TZVPD basis set).

```
147
C31H97N3O16 ωB97M-V with the def2-TZVPD basis set
O 2.150 -2.334 3.116
O 0.887 5.460 4.786
O 4.622 -0.604 -1.461
O 0.435 0.233 4.978
O -3.233 -3.637 -5.558
O -3.523 0.549 4.816
O 4.261 2.302 1.533
O 0.047 -5.738 0.203
O 3.424 6.671 -1.942
O -1.935 4.243 -1.208
O 0.514 2.231 -3.003
O -2.435 -4.741 -0.320
O -4.631 -3.169 -1.295
O -1.050 -0.557 0.232
O 0.890 -4.773 3.205
O 0.938 -0.277 -4.348
N -4.024 -0.855 -3.260
N -2.288 1.343 -1.778
N 1.641 0.749 2.360
C -2.627 3.356 -0.353
C -2.031 -1.554 0.366
C -0.464 -4.723 2.737
C -1.980 -2.157 -3.329
C 0.848 0.558 1.132
C -4.332 1.537 -0.427
C -5.618 -2.502 -0.503
C -3.189 -1.677 -4.150
C 4.082 5.650 -1.152
C 3.232 -2.559 2.224
C -1.065 5.099 -0.498
C 0.992 -4.682 0.156
C 0.512 5.331 3.403
C -3.176 -4.955 0.861
C 1.665 3.059 -2.857
C 3.102 5.030 -0.156
C -2.620 -0.315 4.147
C 4.788 4.645 -2.082
C 2.337 -5.235 0.607
C 0.718 -1.020 5.605
C 0.934 6.605 2.679
C -3.284 2.282 -1.221
C -3.960 -4.516 -6.374
C 1.002 -3.936 -1.171
C 5.019 1.176 1.929
C 1.331 -1.255 -3.395
C 1.269 4.103 2.905
C 0.021 -0.729 1.148
C -4.019 -2.760 -4.779
C 4.590 0.676 -2.058
C 1.707 0.755 -0.104
H 2.256 -5.748 1.565
H 3.607 4.927 0.803
H 2.343 4.254 2.774
H -5.500 -1.423 -0.624
H -3.147 0.845 5.644
H -2.018 2.933 0.456
H -0.804 -3.706 2.536
H -4.649 -4.013 -7.061
H 4.587 0.732 2.836
H 2.496 0.007 -0.200
H 4.071 7.370 -2.050
H -4.578 -5.208 -5.791
H -1.893 0.267 3.569
H -0.171 4.538 -0.199
H 4.033 -3.144 2.678
H 0.397 -1.040 6.645
H -3.976 1.102 0.509
H -0.475 -5.253 1.781
H 0.488 7.455 3.192
H -2.841 -1.037 -4.967
H 0.893 3.706 1.957
H 4.873 6.214 -0.645
H 0.959 -5.414 3.914
H 6.008 1.521 2.223
H -1.141 -5.199 3.446
H 1.178 3.320 3.659
H -4.319 -1.486 -2.517
H -3.080 -0.947 3.387
H -2.589 -5.526 1.580
H -1.749 -2.489 -0.136
H -0.216 0.642 5.553
H 0.600 -1.321 -2.587
H 2.110 1.767 -0.100
H -0.810 -5.420 -0.145
H 1.814 -3.209 -1.128
H 2.496 4.220 -0.544
H -5.423 -2.706 0.551
H -2.953 -4.150 -0.887
H -3.473 -0.146 -2.786
H 0.033 -3.449 -1.290
H 3.098 -4.456 0.676
H -5.087 -3.793 -1.869
H -1.502 5.569 0.388
H -1.506 1.953 -2.016
H 4.014 4.116 -2.636
H -3.439 3.888 0.165
H 2.019 6.673 2.602
H 0.932 0.567 -3.869
H -4.590 -3.390 -4.075
H 1.833 5.355 4.908
H -2.942 -1.231 -0.142
H 0.126 1.384 1.145
H 1.041 0.634 -0.965
H -4.828 -2.308 -5.369
H 2.374 5.810 0.100
H 1.617 -3.137 3.271
H -4.855 0.764 -0.997
H 0.979 0.882 3.118
H -0.348 -0.934 2.159
H 0.358 -1.870 5.021
H 2.881 -3.038 1.306
H 5.022 0.370 1.189
H 3.679 0.754 -2.663
H 1.415 -2.220 -3.895
H 2.082 -0.150 2.552
H -1.965 0.846 -0.947
H -1.515 -1.367 -2.747
H 2.228 2.711 -1.995
H 4.384 1.443 -1.303
H -6.644 -2.750 -0.764
H -0.576 5.285 3.362
H 1.796 -1.194 5.578
H 5.434 5.175 -2.777
H -0.743 5.881 -1.184
H -5.176 2.212 -0.245
H 0.073 2.496 -3.819
H -1.264 -2.592 -4.042
H 0.684 -3.930 0.902
H -2.110 -0.913 4.904
H 5.326 3.977 -1.407
H -2.278 -1.833 1.396
H -3.791 2.777 -2.056
H 1.145 -4.634 -1.997
H 2.336 -1.079 -2.994
H 0.623 -1.606 0.873
H 5.498 -0.756 -1.094
H 1.369 4.100 -2.691
H 2.731 -5.971 -0.098
H -3.231 -5.078 -6.949
H 3.325 2.059 1.612
H -2.183 -3.026 -2.700
H -3.453 -4.017 1.354
H 0.532 6.548 1.662
H 2.281 3.014 -3.759
H -4.088 -5.531 0.677
H 3.590 -1.564 1.956
H 5.374 0.961 -2.760
```

Properties
Orbital gap = 8.69 eV
Max |F| = 2.2 eV/A
HOMO level = -8.4 eV
LUMO level = 0.258 eV
Energy = -2607.14478 Ha

Löwdin population analysis, charges in e, atoms 1 to 8: number 1, O, carries -0.15; number 2, O, carries -0.07; number 3, O, carries -0.12; number 4, O, carries -0.14; number 5, O, carries -0.18; number 6, O, carries -0.11; number 7, O, carries -0.15; number 8, O, carries -0.08